DFT (ωB97M-V/def2-TZVPD) results for a 2-piece molecular cluster, C4H11P4 overall.

Computed properties:
Net charge ... +1
Highest occupied orbital energy (alpha / beta) ... -12.4 / -12.4 eV
Spin multiplicity ... 1

Each line ends with the Mulliken charge.
Positions of all 19 atoms, in Å:
C 0.515 -3.133 0.112  -0.273
C -2.491 -0.442 -1.569  -0.865
C -0.185 1.273 1.141  -0.994
C 2.621 0.421 0.233  -1.124
P 0.247 -2.783 -1.549  0.065
P 0.860 -2.056 1.639  0.021
P 0.213 -0.580 -1.683  -0.046
P 0.836 -0.154 0.436  0.496
H 0.803 -4.205 0.291  0.358
H -2.884 -1.422 -1.830  0.376
H -2.517 0.379 -2.284  0.358
H -2.673 -0.181 -0.528  0.294
H -1.036 0.822 1.706  0.327
H -0.478 1.941 0.390  0.395
H 0.476 1.932 1.903  0.351
H 2.451 1.321 -0.359  0.403
H 3.123 -0.373 -0.398  0.355
H 2.941 0.492 1.254  0.436
H -0.471 -1.634 1.711  0.066

DFT (ωB97M-V/def2-TZVPD) results for a 2-piece molecular cluster, C4H11S overall.

Computed properties:
Net charge ... -1
Highest occupied orbital energy ... -1.9 eV
Spin multiplicity ... 1

Each line ends with the Mulliken charge.
Positions of all 16 atoms, in Å:
C 3.115 -0.793 0.828  -0.785
S 4.468 -1.346 -0.209  -0.741
H 3.322 -0.512 1.868  0.248
H 2.226 -1.457 0.918  0.162
H 2.665 0.071 0.339  0.115
C -0.637 0.839 0.633  -0.709
C -1.980 0.552 -0.083  -0.293
C -1.779 -0.211 -1.421  -1.033
H -0.780 0.850 1.714  0.310
H 0.013 -0.008 0.374  0.062
H -0.289 1.802 0.251  0.275
H -2.655 -0.075 0.519  0.258
H -2.516 1.443 -0.410  0.246
H -2.623 -0.841 -1.721  0.305
H -0.924 -0.884 -1.434  0.322
H -1.627 0.570 -2.164  0.257

DFT (ωB97M-V/def2-TZVPD) results for a 2-piece molecular cluster, C4H11S overall.

Computed properties:
Highest occupied orbital energy (alpha / beta) ... -9.5 / -9.1 eV
Expectation value of S² ... 0.7530
Spin multiplicity ... 2

Each line ends with the Mulliken spin population.
Positions of all 16 atoms, in Å:
C 2.404 1.185 1.232  -0.060
S 2.295 -0.581 0.581  0.983
H 1.348 1.716 1.189  0.054
H 3.085 1.917 0.605  0.005
H 2.587 1.328 2.374  0.015
C -2.676 0.054 0.430  -0.003
C -1.680 0.064 -0.758  0.012
C -2.280 -0.398 -2.098  -0.001
H -2.926 1.002 0.784  0.001
H -3.586 -0.524 0.062  0.000
H -2.366 -0.583 1.262  0.001
H -1.216 1.103 -0.666  0.003
H -0.930 -0.667 -0.563  -0.009
H -1.448 -0.462 -2.831  0.001
H -3.086 0.408 -2.366  0.001
H -2.790 -1.371 -1.982  -0.001

DFT (ωB97M-V/def2-TZVPD) results for a 2-piece molecular cluster, C4H11S2 overall.

Computed properties:
Net charge ... -1
Highest occupied orbital energy ... -2.4 eV
Spin multiplicity ... 1

Each line ends with the Mulliken charge.
Positions of all 17 atoms, in Å:
C -1.425 -0.579 1.331  -0.634
S -0.833 0.069 2.946  -0.151
C 0.052 1.519 2.313  -0.765
H -0.542 -1.008 0.884  0.102
H -1.647 0.257 0.674  0.223
H -2.322 -1.171 1.443  0.333
H 1.103 1.325 2.206  0.259
H -0.469 1.881 1.439  0.233
H -0.026 2.346 3.030  0.306
C 0.257 0.721 -3.687  -1.073
C 1.178 -0.334 -3.105  -0.457
S 0.763 -0.873 -1.404  -0.668
H 0.180 1.559 -3.053  0.274
H -0.780 0.331 -3.685  0.252
H 0.339 0.940 -4.754  0.354
H 2.161 0.164 -3.114  0.185
H 1.287 -1.266 -3.649  0.227

DFT (ωB97M-V/def2-TZVPD) results for a 2-piece molecular cluster, C4H12 overall.

Computed properties:
Net charge ... -1
Highest occupied orbital energy (alpha / beta) ... 1.6 / -7.7 eV
Expectation value of S² ... 0.7502
Spin multiplicity ... 2

Each line ends with the Mulliken spin population.
Positions of all 16 atoms, in Å:
C -0.383 0.887 -2.586  1.371
C 0.044 -0.476 -1.954  2.896
H 0.507 1.301 -3.064  -0.014
H -1.107 0.824 -3.398  -0.429
H -0.662 1.563 -1.809  -0.633
H 0.393 -0.189 -0.969  1.001
H 0.903 -0.810 -2.528  -0.764
H -0.820 -1.108 -1.797  -0.745
C -0.297 -0.439 1.676  -2.435
C 0.581 0.039 2.833  1.085
H 0.064 -0.244 0.684  1.172
H -0.371 -1.531 1.751  -0.233
H -1.365 -0.236 1.762  -0.568
H 0.019 0.509 3.640  -0.099
H 1.358 0.726 2.535  -0.456
H 1.137 -0.817 3.225  -0.148

DFT (ωB97M-V/def2-TZVPD) results for a 2-piece molecular cluster, C4H12 overall.

Computed properties:
Net charge ... -1
Highest occupied orbital energy (alpha / beta) ... 1.6 / -7.8 eV
Expectation value of S² ... 0.7503
Spin multiplicity ... 2

Each line ends with the Mulliken spin population.
Positions of all 16 atoms, in Å:
C 0.874 0.617 -1.763  0.938
C 1.012 1.857 -0.852  1.100
H 1.797 0.047 -1.860  -0.326
H 0.215 -0.067 -1.223  1.144
H 0.431 0.886 -2.720  -0.961
H 1.943 1.893 -0.275  -0.009
H 0.222 1.903 -0.112  -0.268
H 1.086 2.733 -1.503  -0.517
C -0.302 -0.921 1.475  -1.462
C -1.641 -1.557 1.109  1.155
H 0.137 -0.341 0.662  1.456
H -0.266 -0.300 2.373  -0.224
H 0.466 -1.693 1.617  -0.258
H -2.508 -0.984 1.464  -0.132
H -1.733 -1.542 0.023  -0.537
H -1.733 -2.531 1.583  -0.100

DFT (ωB97M-V/def2-TZVPD) results for a 2-piece molecular cluster, C4H12 overall.

Computed properties:
Net charge ... -1
Highest occupied orbital energy (alpha / beta) ... 1.6 / -8.0 eV
Expectation value of S² ... 0.7503
Spin multiplicity ... 2

Each line ends with the Mulliken spin population.
Positions of all 16 atoms, in Å:
C 0.728 -1.892 -0.430  2.058
C 0.083 -1.640 -1.797  0.680
H 1.636 -1.298 -0.308  -0.346
H 0.023 -1.639 0.367  -0.058
H 0.925 -2.970 -0.398  -1.061
H -0.184 -0.588 -1.923  -0.100
H 0.745 -1.931 -2.610  -0.171
H -0.849 -2.194 -1.904  -0.282
C 0.062 2.082 1.614  1.449
C -0.860 1.443 0.603  0.588
H -0.500 2.563 2.425  -0.275
H 0.761 1.364 2.059  -0.426
H 0.753 2.842 1.240  -0.408
H -0.318 0.915 -0.175  0.278
H -1.408 2.238 0.079  -0.427
H -1.576 0.766 1.062  -0.498

We obtain energy above the lowest of the compared OMol25 structures with the same formula, charge and spin values of 2.181, 1.101, 1.087, 0.726, 0.657, 0.442, 0.139 eV for the records listed above, in that order.
We obtain max |F| values of 3.95, 1.49, 3.78, 3.14, 1.96, 1.22, 1.07 eV Å⁻¹ for the records listed above, in that order.
We obtain electronic energy values of -41471.63319, -15161.70244, -15159.11207, -25997.11146, -4340.37932, -4340.59483, -4340.89755 eV for the records listed above, in that order.